1.
This record from the OMol25 dataset describes C22H34BBe2Cl6F5KN11O8 as an isolated structure. The level of theory is ωB97M-V/def2-TZVPD.

Properties
- frontier orbital gap (eV) = 1.42
- calculated total energy (eV) = -162647.7651

Structure (ORCA input):
```
! wB97M-V def2-TZVPD RIJCOSX def2/J DEFGRID3
* xyz 0 1
C -5.13 4.79 0.66
C -5.07 3.45 1.53
C -3.57 3.00 1.74
N -3.00 2.20 0.62
N -2.55 0.97 1.08
C -1.34 0.96 1.67
C -0.35 2.11 1.93
C 0.98 1.93 1.06
N 0.94 0.83 0.09
N 1.26 3.18 0.31
N 2.16 1.69 1.91
N -1.06 -0.34 2.10
C -2.19 -1.04 1.70
N -2.29 -2.36 2.00
C -1.14 -2.91 2.75
C 0.00 -3.47 2.06
C 1.01 -3.90 2.99
C 0.81 -3.76 4.40
N -0.24 -3.29 5.12
C -1.18 -2.89 4.17
C -3.36 -3.30 1.77
F -4.48 -3.04 2.52
F -3.71 -3.55 0.44
F -2.94 -4.53 2.22
N -3.11 -0.27 1.04
C -4.39 -0.49 0.41
N -4.28 -0.91 -1.00
C -3.47 0.02 -1.80
H -4.07 5.10 0.44
H -5.65 5.56 1.29
H -5.72 4.59 -0.26
H -5.51 3.65 2.54
H -5.60 2.59 1.06
H -2.89 3.88 1.92
H -3.57 2.35 2.66
H -3.64 2.11 -0.17
H -0.81 3.13 1.82
H -0.06 2.04 3.01
H 0.18 0.91 -0.57
H 1.00 -0.09 0.53
H 0.86 3.02 -0.61
H 2.27 3.22 0.17
H 2.29 2.44 2.58
H 2.11 0.78 2.34
H 0.13 -3.57 0.96
H 1.95 -4.35 2.61
H 1.67 -4.10 5.04
H -2.16 -2.45 4.62
H -4.93 0.51 0.38
H -5.09 -1.19 0.92
H -5.24 -0.96 -1.32
H -4.08 0.97 -1.95
H -2.47 0.25 -1.36
H -3.40 -0.43 -2.83
C 0.42 -5.37 -2.17
C 1.28 -4.38 -1.44
O 0.82 -3.36 -0.93
N 2.61 -4.64 -1.34
C 3.34 -5.78 -1.87
H -0.61 -5.03 -2.16
H 0.75 -5.46 -3.20
H 0.47 -6.34 -1.67
H 3.12 -3.93 -0.84
H 3.82 -6.29 -1.04
H 4.10 -5.42 -2.56
H 2.68 -6.47 -2.39
C 2.90 0.75 -3.11
Cl 3.71 1.01 -4.67
Cl 1.61 1.92 -2.88
Cl 2.27 -0.88 -3.02
H 3.67 0.89 -2.27
Cl -5.09 -3.34 -1.08
Be -1.78 -1.88 6.27
Cl 1.48 -2.39 -5.01
Cl 5.03 1.09 -1.29
K 5.51 -0.35 -6.26
B 7.05 6.15 -0.08
O 5.61 5.84 0.05
C 5.49 4.54 0.32
O 4.46 3.97 0.49
C 6.86 3.93 0.39
O 7.11 2.79 0.62
O 7.77 4.87 0.15
F 7.43 7.10 0.87
F 7.34 6.62 -1.40
Be 7.68 4.68 -2.52
C -1.23 0.05 -6.32
O -2.20 0.53 -5.75
O -0.09 0.58 -6.39
O -1.21 -1.05 -6.92
*
```

Löwdin population analysis, charges in e, atoms 1 to 8: C -0.10; C -0.22; C -0.19; N 0.05; N -0.06; C -0.18; C -0.01; C -0.63

***

2.
This record from the OMol25 dataset describes an isolated molecule of C4H13N3. The level of theory is ωB97M-V/def2-TZVPD.

Properties
- SMILES string = NCCNCCN
- energy relative to the best compared isomer or geometry (same formula, charge and spin) (kJ/mol) = 81.8
- frontier orbital gap (eV) = 9.87
- calculated total energy (eV) = -8828.5645

Structure (ORCA input):
```
! wB97M-V def2-TZVPD RIJCOSX def2/J DEFGRID3
* xyz 0 1
N 0.12 -0.85 -2.91
C -0.26 -1.42 -1.60
C -0.73 -0.31 -0.65
N 0.41 0.49 -0.23
C 0.09 1.50 0.77
C -0.26 0.89 2.14
N 0.69 -0.11 2.56
H 1.07 -0.51 -2.84
H 0.05 -1.53 -3.65
H 0.63 -1.83 -1.11
H -1.04 -2.16 -1.72
H -1.45 0.33 -1.18
H -1.22 -0.81 0.19
H 0.79 1.02 -1.02
H -0.77 2.13 0.49
H 0.94 2.18 0.90
H -1.29 0.53 2.09
H -0.24 1.65 2.90
H 0.64 -1.03 2.15
H 0.90 -0.17 3.54
*
```

Löwdin population analysis, charges in e, atoms 1 to 8: N -0.01; C -0.27; C -0.25; N -0.08; C -0.25; C -0.30; N 0.00; H 0.05

***

3.
This record from the OMol25 dataset describes C36H38N7O4Tm as an isolated structure. The level of theory is ωB97M-V/def2-TZVPD.

Properties
- ⟨S²⟩ = 2.002
- frontier orbital gap (spin up / spin down) (eV) = 7.19 / 7.20
- calculated total energy (eV) = -86091.5246

Structure (ORCA input):
```
! wB97M-V def2-TZVPD RIJCOSX def2/J DEFGRID3
* xyz 2 3
Tm 1.32 -0.42 -0.13
C -2.26 -5.68 -1.32
C -1.31 -4.53 -1.35
C -1.53 -3.44 -2.16
C -0.57 -2.41 -2.28
C -0.71 -1.16 -2.91
N -1.76 -0.38 -3.08
C -3.10 -0.51 -2.59
C -3.49 0.53 -1.51
C -3.02 1.98 -1.70
N -1.86 2.25 -0.88
C -1.68 3.27 -0.07
C -0.57 3.45 0.77
C -0.49 4.60 1.59
C 0.57 4.80 2.46
C 0.67 6.01 3.32
C 1.58 3.84 2.51
C 1.59 2.69 1.73
C 2.74 1.81 1.80
N 2.87 0.70 1.17
C 4.16 0.01 1.25
C 4.20 -1.22 2.17
C 3.06 -2.25 2.08
N 2.36 -2.33 0.82
C 1.76 -3.43 0.52
C 0.77 -3.53 -0.54
C -0.18 -4.53 -0.51
C 0.69 -2.51 -1.56
O 1.62 -1.67 -1.72
C 0.49 2.47 0.82
O 0.43 1.45 0.06
H -3.13 -5.50 -1.94
H -2.58 -5.88 -0.29
H -1.76 -6.58 -1.68
H -2.41 -3.40 -2.77
H 0.24 -0.71 -3.22
H -1.58 0.51 -3.55
H -3.21 -1.50 -2.15
H -3.79 -0.43 -3.44
H -3.10 0.19 -0.55
H -4.58 0.52 -1.45
H -3.82 2.67 -1.41
H -2.79 2.19 -2.75
H -1.16 1.50 -0.79
H -2.44 4.04 -0.07
H -1.28 5.34 1.53
H -0.21 6.64 3.23
H 1.54 6.60 3.05
H 0.79 5.72 4.37
H 2.40 4.01 3.19
H 3.56 2.20 2.41
H 4.94 0.70 1.60
H 4.40 -0.31 0.23
H 4.24 -0.89 3.21
H 5.15 -1.72 1.95
H 2.30 -1.96 2.82
H 3.44 -3.23 2.39
H 1.87 -4.32 1.16
H -0.08 -5.33 0.22
C 2.10 3.78 -4.46
N 2.36 2.68 -3.58
C 3.56 2.07 -3.38
C 3.35 1.09 -2.45
N 2.04 1.09 -2.07
C 1.48 2.06 -2.77
H 3.02 4.04 -4.99
H 1.76 4.65 -3.90
H 1.34 3.52 -5.20
H 4.45 2.36 -3.91
H 4.05 0.38 -2.06
H 0.45 2.36 -2.71
O 0.53 -1.51 3.91
C -0.28 -1.47 3.02
N 0.01 -1.00 1.74
C -1.07 -1.16 0.96
O -1.06 -0.79 -0.24
C -2.17 -1.78 1.72
C -3.45 -2.18 1.37
C -4.24 -2.74 2.36
C -3.77 -2.89 3.65
C -2.48 -2.50 4.01
C -1.69 -1.95 3.02
H -3.81 -2.07 0.36
H -5.24 -3.07 2.11
H -4.42 -3.32 4.41
H -2.12 -2.61 5.01
*
```

Löwdin population analysis, charges in e, atoms 1 to 8: Tm 1.41; C -0.03; C -0.24; C 0.03; C -0.12; C 0.02; N 0.09; C -0.13

***

4.
This record from the OMol25 dataset describes an isolated molecule of C6H8N2O2S. The level of theory is ωB97M-V/def2-TZVPD.

Properties
- energy relative to the best compared isomer or geometry (same formula, charge and spin) (kJ/mol) = 369.5
- frontier orbital gap (eV) = 9.02
- calculated total energy (eV) = -24258.9440

Structure (ORCA input):
```
! wB97M-V def2-TZVPD RIJCOSX def2/J DEFGRID3
* xyz 0 1
C -1.53 -1.63 0.51
C -0.19 0.51 0.15
C -2.60 -1.06 -0.05
C -1.25 0.56 -0.94
C -0.22 -1.04 0.60
C 1.14 1.14 -0.40
N -2.34 -0.06 -0.93
N 1.93 1.88 0.52
O 3.02 -0.59 0.23
O 0.69 -1.53 -0.55
S 1.99 -0.53 -0.82
H -1.49 -2.60 1.05
H -0.75 0.92 1.06
H -3.67 -1.29 0.05
H -1.14 1.09 -1.84
H 0.95 1.83 -1.32
H 2.42 1.19 1.07
H 2.68 2.35 0.05
H 0.36 -1.13 1.55
*
```

Löwdin population analysis, charges in e, atoms 1 to 8: C -0.06; C -0.20; C -0.12; C -0.12; C -0.24; C -0.41; N 0.07; N 0.02

***

5.
This record from the OMol25 dataset describes Cl2NO3P as an isolated structure. The level of theory is ωB97M-V/def2-TZVPD.

Properties
- energy relative to the best compared isomer or geometry (same formula, charge and spin) (kJ/mol) = 92.4
- frontier orbital gap (spin up / spin down) (eV) = 6.30 / 6.30
- calculated total energy (eV) = -41966.2219

Structure (ORCA input):
```
! wB97M-V def2-TZVPD RIJCOSX def2/J DEFGRID3
* xyz -2 1
N -0.81 0.85 -0.58
O 0.51 -1.40 -1.05
O -0.93 1.99 0.00
O 0.28 -0.73 1.51
P 0.41 -0.41 0.04
Cl -2.25 -0.45 0.10
Cl 2.79 0.15 -0.02
*
```

Just the Löwdin charges please, in e? Sure, here they are: N -0.55; O -0.49; O -0.34; O -0.53; P 0.11; Cl 0.05; Cl -0.26

***

6.
This record from the OMol25 dataset describes an isolated molecule of CF3NO3. The level of theory is ωB97M-V/def2-TZVPD.

Properties
- SMILES string = O=[N+]([O-])OC(F)(F)F
- energy relative to the best compared isomer or geometry (same formula, charge and spin) (kJ/mol) = 45.0
- frontier orbital gap (eV) = 12.07
- calculated total energy (eV) = -16817.5299

Structure (ORCA input):
```
! wB97M-V def2-TZVPD RIJCOSX def2/J DEFGRID3
* xyz 0 1
O 0.97 -2.08 0.90
N 1.02 -1.29 0.07
O 1.57 -1.08 -0.91
O -0.12 -0.20 0.51
C -0.71 0.84 -0.01
F -2.03 0.71 0.00
F -0.26 1.09 -1.24
F -0.43 2.02 0.68
*
```

Just the Löwdin charges please, in e? Sure, here they are: O 0.25; N -0.29; O 0.25; O 0.10; C -0.74; F 0.18; F 0.15; F 0.10

***

7.
This record from the OMol25 dataset describes C23H28Cl2MgN6O2STe as an isolated structure. The level of theory is ωB97M-V/def2-TZVPD.

Properties
- energy relative to the best compared isomer or geometry (same formula, charge and spin) (kJ/mol) = 115.2
- frontier orbital gap (eV) = 7.02
- calculated total energy (eV) = -85963.1636

Structure (ORCA input):
```
! wB97M-V def2-TZVPD RIJCOSX def2/J DEFGRID3
* xyz 0 1
Mg -2.40 1.23 -0.33
C 1.05 0.73 -2.80
C 0.15 0.65 -1.58
N -0.71 1.68 -1.31
N -0.49 2.83 -2.07
C -1.30 3.12 -3.13
N -1.26 4.42 -3.50
S -2.20 1.99 -3.97
C -0.48 -0.70 -1.31
C 0.15 -1.89 -1.67
C -0.49 -3.09 -1.47
C -1.76 -3.11 -0.91
C -2.33 -1.90 -0.57
N -1.71 -0.72 -0.76
H 1.68 1.60 -2.74
H 0.41 0.81 -3.69
H 1.69 -0.15 -2.89
H -0.16 3.62 -1.54
H -0.95 5.13 -2.85
H -1.91 4.69 -4.21
H 1.14 -1.87 -2.09
H 0.00 -4.02 -1.75
H -2.30 -4.03 -0.74
H -3.32 -1.85 -0.13
C -0.93 3.84 1.47
C -1.35 2.63 2.23
N -1.77 1.49 1.72
C -1.96 0.64 2.81
C -1.64 1.27 3.96
N -1.25 2.54 3.57
H -1.62 4.02 0.65
H 0.08 3.70 1.09
H -0.93 4.72 2.12
H -2.28 -0.38 2.68
H -1.66 0.96 4.98
H -0.97 3.29 4.17
C 4.53 -5.01 1.31
C 3.85 -3.70 1.01
C 4.49 -2.71 0.26
C 3.89 -1.48 0.01
C 4.66 -0.48 -0.82
C 2.61 -1.21 0.54
Te 1.75 0.70 0.29
C 1.95 -2.20 1.28
C 0.56 -2.01 1.85
C 2.58 -3.43 1.50
H 5.42 -5.14 0.69
H 3.86 -5.85 1.13
H 4.84 -5.06 2.35
H 5.48 -2.91 -0.14
H 5.53 -0.95 -1.28
H 5.00 0.36 -0.22
H 4.04 -0.05 -1.61
H 0.43 -0.99 2.24
H 0.38 -2.72 2.66
H -0.21 -2.16 1.09
H 2.06 -4.18 2.08
Cl -4.88 0.27 1.22
C -5.25 1.47 -0.09
Cl -4.73 0.74 -1.64
C -4.45 2.79 0.24
O -4.92 3.48 1.12
O -3.36 2.93 -0.43
H -6.32 1.65 -0.10
*
```

Löwdin population analysis, charges in e, atoms 1 to 8: Mg 0.43; C -0.10; C -0.59; N -0.15; N -0.05; C -0.90; N 0.08; S 0.60

***

8.
This record from the OMol25 dataset describes C22H16CeF5N5S as an isolated structure. The level of theory is ωB97M-V/def2-TZVPD.

Properties
- energy relative to the best compared isomer or geometry (same formula, charge and spin) (kJ/mol) = 0.0
- ⟨S²⟩ = 0.751
- frontier orbital gap (spin up / spin down) (eV) = 6.61 / 6.60
- calculated total energy (eV) = -67864.7360

Structure (ORCA input):
```
! wB97M-V def2-TZVPD RIJCOSX def2/J DEFGRID3
* xyz 1 2
Ce -0.26 -0.90 0.84
C 1.08 -1.31 3.20
N -0.32 -0.96 2.98
C -0.66 0.44 3.20
C -0.87 1.34 1.99
N -0.34 1.35 0.78
C -0.79 2.48 0.15
C -0.51 2.96 -1.14
C -1.09 4.17 -1.54
C -1.92 4.89 -0.67
C -2.21 4.42 0.62
C -1.63 3.20 0.98
N -1.68 2.46 2.13
C 1.99 -1.51 2.00
N 1.98 -0.98 0.78
C 3.12 -1.42 0.15
C 3.59 -1.14 -1.14
C 4.81 -1.71 -1.54
C 5.54 -2.53 -0.67
C 5.07 -2.83 0.61
C 3.85 -2.25 0.98
N 3.11 -2.30 2.14
H 1.57 -0.61 3.89
H 1.07 -2.27 3.75
H -1.07 -1.71 3.36
H -1.60 0.44 3.77
H 0.07 0.93 3.86
H 0.14 2.40 -1.80
H -0.88 4.56 -2.53
H -2.35 5.83 -1.00
H -2.85 4.97 1.29
H -2.19 2.71 2.97
H 3.02 -0.50 -1.80
H 5.19 -1.50 -2.53
H 6.48 -2.96 -1.01
H 5.63 -3.46 1.28
H 3.37 -2.81 2.97
F -3.05 -0.90 -5.67
C -3.10 -0.90 -4.32
C -1.91 -0.90 -3.58
F -0.70 -0.90 -4.19
C -1.94 -0.90 -2.18
F -0.38 -0.90 -1.51
C -3.20 -0.90 -1.50
S -3.10 -0.90 0.72
C -4.40 -0.90 -2.26
F -5.60 -0.90 -1.61
C -4.35 -0.90 -3.66
F -5.49 -0.90 -4.38
H -0.26 -3.07 0.84
*
```

Löwdin population analysis, charges in e, atoms 1 to 8: Ce 0.73; C -0.11; N -0.24; C -0.10; C -0.33; N 0.00; C -0.20; C 0.02

***

9.
This record from the OMol25 dataset describes C10H9Cl2NOPd as an isolated structure. The level of theory is ωB97M-V/def2-TZVPD.

Properties
- energy relative to the best compared isomer or geometry (same formula, charge and spin) (kJ/mol) = 170.4
- ⟨S²⟩ = 6.029
- frontier orbital gap (spin up / spin down) (eV) = 4.42 / 5.21
- calculated total energy (eV) = -42552.9820

Structure (ORCA input):
```
! wB97M-V def2-TZVPD RIJCOSX def2/J DEFGRID3
* xyz 2 5
Pd 0.08 0.00 -2.24
C 0.03 0.00 -4.20
H 1.05 0.22 -3.87
H -0.09 -1.00 -4.61
H -0.10 0.77 -4.96
H -0.88 0.36 -3.54
H 0.34 1.49 -2.71
Cl -0.30 -4.14 0.63
C -0.27 -2.56 1.23
C -0.21 -2.26 2.58
C -0.11 -0.94 3.05
Cl -0.01 -0.65 4.74
C -0.04 0.16 2.14
C 0.18 1.51 2.47
C 0.23 2.47 1.48
C 0.09 2.09 0.14
N 0.03 0.80 -0.21
C -0.10 -0.15 0.74
C -0.21 -1.50 0.26
O -0.19 -1.75 -1.00
H -0.22 -3.08 3.27
H 0.31 1.80 3.51
H 0.37 3.52 1.73
H 0.04 2.86 -0.63
*
```

Löwdin population analysis, charges in e, atoms 1 to 8: Pd 1.05; C -0.14; H 0.05; H 0.09; H 0.10; H 0.06; H 0.16; Cl 0.98

***

Number 1: strongest force on any atom 0.134 Eh/bohr. Number 2: strongest force on any atom 0.017 Eh/bohr. Number 3: strongest force on any atom 0.049 Eh/bohr. Number 4: strongest force on any atom 0.112 Eh/bohr. Number 5: strongest force on any atom 0.067 Eh/bohr. Number 6: strongest force on any atom 0.051 Eh/bohr. Number 7: strongest force on any atom 0.019 Eh/bohr. Number 8: strongest force on any atom 0.149 Eh/bohr. Number 9: strongest force on any atom 0.108 Eh/bohr.